1.
Here is a 3-piece molecular cluster, C30H48Br2F5N2O4 overall from the Open Molecules 2025 dataset. Energies are from the ωB97M-V functional and the def2-TZVPD basis.

```
91
Properties=species:S:1:pos:R:3:forces:R:3
C 5.48349 4.59014 -3.06393 -1.99 -0.22 -0.28
C 4.82627 3.26962 -3.64607 1.48 1.05 1.73
O 5.25291 2.20825 -3.28179 -0.89 0.06 -1.04
O 3.75113 3.47004 -4.51275 1.00 -0.69 0.26
C 3.79431 2.62092 -5.67745 0.21 -0.47 -1.83
C 2.37310 2.15613 -6.19423 0.46 -0.47 0.21
C 1.16957 3.03522 -5.68098 0.06 -0.51 -0.97
C 0.83443 2.62212 -4.19090 -0.73 -0.67 -0.92
C -0.45551 1.72425 -3.91957 0.61 1.29 -0.04
C -1.22685 0.79435 -4.88444 -2.43 1.24 0.58
C -2.84228 1.17835 -4.70062 -2.46 -0.92 1.00
C -3.87180 0.00143 -5.26494 2.98 0.11 0.11
O -3.54921 0.36602 -3.73067 3.91 1.94 -1.86
N -0.83476 1.92412 -2.67757 -0.83 -0.13 -2.73
C 0.03077 2.87623 -1.94285 2.34 -0.48 1.94
N 1.17432 1.94893 -1.47454 -1.66 -1.54 -0.84
C 0.70980 0.90779 -0.94229 1.96 2.73 1.33
O 0.44371 0.15460 -0.11884 -0.57 -1.40 -0.41
C -0.41415 3.50924 -0.58360 -1.48 0.68 -0.23
Br 1.02479 3.82294 0.73334 -0.95 -0.22 -1.26
C -1.66505 3.90114 -0.21130 1.22 -0.06 0.72
C -1.91503 4.51309 1.20547 -0.02 0.13 -0.19
Br -3.15478 3.69892 -1.44586 0.74 0.15 0.95
C 0.77243 3.71417 -3.04708 1.10 -0.88 0.33
C 0.35511 5.18069 -3.37869 0.70 0.58 -0.46
F 1.44659 5.78232 -4.01840 -1.48 -0.93 0.65
F 0.12201 5.96500 -2.26533 0.24 -1.66 -1.10
C -0.89276 5.35529 -4.34287 -1.68 2.44 -0.42
F -1.51481 6.53814 -3.97803 0.83 -1.81 -0.60
F -0.58195 5.49284 -5.66257 -0.11 -0.67 1.78
F -1.85277 4.37744 -4.22311 1.59 0.62 -0.16
H 6.04959 4.38474 -2.12259 -0.28 -0.12 -1.18
H 4.60541 5.24244 -2.76517 1.13 -0.30 -0.57
H 6.08631 5.06804 -3.87647 -0.51 -0.27 0.87
H 4.42021 1.69338 -5.55896 -0.55 1.06 0.43
H 4.30316 3.21689 -6.49679 -0.66 -0.48 0.93
H 2.44538 2.10322 -7.32156 -0.29 0.28 1.24
H 2.24997 1.07898 -5.86198 -0.17 1.13 -0.32
H 0.29731 2.85444 -6.37929 0.79 0.26 0.90
H 1.45415 4.10882 -5.81878 -0.39 -0.91 0.53
H 1.65614 1.86836 -3.97490 -0.83 1.01 0.45
H -1.19635 -0.29166 -4.61404 0.38 0.96 -0.25
H -1.03277 1.00555 -5.96828 0.40 -0.31 1.16
H -3.15090 2.28134 -4.86597 0.43 -2.00 0.42
H -2.94827 -0.42008 -5.83954 -0.33 -0.48 1.24
H -4.10434 -1.01034 -4.84289 -1.90 0.71 -1.10
H -1.67981 1.41365 -2.38896 0.27 0.51 0.72
H -2.97257 4.84670 1.35347 0.93 -0.45 -0.26
H -1.23477 5.40324 1.35400 -0.79 -0.89 -0.36
H -1.61958 3.78423 2.01793 -0.47 0.59 -1.02
H 1.85430 3.76322 -2.71777 -1.34 0.39 -0.06
C -0.59390 -1.98952 6.61865 -0.11 0.02 0.10
C -1.75672 -2.05448 5.63689 0.10 -0.10 -0.07
C -1.33232 -1.84772 4.18228 -0.14 0.00 -0.07
C -0.71384 -0.48246 3.86895 0.12 -0.02 0.10
C -1.59344 0.72279 4.19967 0.04 0.02 -0.16
C -2.89230 0.75998 3.40276 -0.05 0.10 0.13
H -0.11891 -1.00650 6.61662 0.03 -0.04 0.01
H -0.94832 -2.18418 7.63314 0.10 0.01 -0.02
H 0.16327 -2.73936 6.37460 0.01 0.05 0.01
H -2.51988 -1.32403 5.92168 0.00 -0.02 -0.04
H -2.22760 -3.03925 5.72096 -0.04 0.07 -0.02
H -2.20215 -2.00888 3.53657 0.04 0.00 0.00
H -0.60865 -2.62422 3.90946 -0.02 0.01 0.03
H -0.45982 -0.45584 2.80274 -0.01 0.02 0.02
H 0.23548 -0.38222 4.40450 -0.03 -0.02 -0.02
H -1.02615 1.63477 3.98125 0.02 -0.03 0.08
H -1.81793 0.75188 5.26958 0.03 -0.02 -0.03
H -2.69007 0.77147 2.32727 -0.02 -0.06 0.01
H -3.46215 1.65905 3.64867 -0.04 -0.05 -0.05
H -3.52582 -0.10114 3.62403 0.01 0.04 -0.06
C -1.92662 -6.46980 2.99533 -0.03 -0.15 -0.02
C -1.25664 -7.02940 4.24475 -0.07 0.14 0.05
C -0.22784 -6.07862 4.85609 0.10 -0.07 0.09
C 0.97006 -5.74737 3.96100 -0.09 0.06 -0.09
C 1.78139 -6.95101 3.48257 0.11 0.09 0.05
C 2.42830 -7.73394 4.61869 -0.02 -0.11 -0.08
H -1.20629 -6.30324 2.19187 -0.03 0.03 0.00
H -2.67876 -7.17029 2.62534 0.01 0.09 -0.04
H -2.42587 -5.52168 3.21320 0.04 0.00 -0.03
H -0.79713 -7.99501 4.01486 0.02 0.03 0.03
H -2.02943 -7.22762 4.99415 0.07 -0.04 -0.02
H 0.13044 -6.50724 5.79745 0.00 0.04 -0.03
H -0.72686 -5.14007 5.12478 -0.01 -0.03 0.00
H 1.63224 -5.06828 4.51022 0.00 -0.03 -0.02
H 0.62520 -5.18594 3.08602 -0.01 0.00 0.03
H 2.57167 -6.59123 2.81531 -0.08 -0.02 -0.01
H 1.15709 -7.62070 2.88352 -0.02 0.04 0.01
H 3.08846 -7.09232 5.20797 -0.05 -0.03 0.01
H 3.02544 -8.55629 4.21966 0.00 0.02 0.08
H 1.68067 -8.16497 5.28792 0.05 0.02 0.01
```
Positions in Å, forces in eV/Å.

molar mass	755.522	g mol⁻¹
LUMO level	-4.64	eV
gap between HOMO and LUMO	7.503	eV
HOMO level	-12.1391	eV
charge	+1

How is the electron density shared among the atoms? According to Mulliken, the charges in e are: -0.879 0.678 -0.525 -0.184 -0.596 -0.974 -0.894 -0.245 -0.843 -1.029 0.354 -0.790 -0.311 0.392 2.220 -0.802 0.573 -0.384 -0.872 -0.018 0.442 -1.234 -0.116 -0.843 0.483 -0.255 -0.294 0.457 -0.276 -0.247 -0.108 0.320 0.253 0.270 0.412 0.317 0.428 0.312 0.601 0.372 0.823 0.493 0.381 0.347 0.181 0.417 0.523 0.375 0.403 0.234 0.651 -1.162 -0.681 -0.131 -0.511 -0.422 -1.134 0.354 0.387 0.180 0.415 0.404 0.345 -0.008 0.138 0.334 0.317 0.281 0.187 0.353 0.376 -1.088 -0.499 -0.129 -0.501 -0.592 -1.211 0.283 0.383 0.210 0.274 0.370 0.358 -0.176 0.421 0.273 0.373 0.273 0.290 0.383 0.288



2.
Here is C41H26Cl2FeN4O5S3 as an isolated structure from the Open Molecules 2025 dataset. Energies are from the ωB97M-V functional and the def2-TZVPD basis.

```
82
Properties=species:S:1:pos:R:3:forces:R:3
Fe -0.10047 0.03191 -0.59373 -1.40 0.71 1.30
S -4.72462 -3.48678 -0.38229 -0.01 0.02 -0.02
C -5.91044 -4.62950 0.05127 -0.01 -0.01 -0.03
C -5.81081 -4.99642 1.35808 0.03 0.03 0.03
C -4.74987 -4.33228 2.02200 -0.06 -0.06 0.05
C -4.06056 -3.47678 1.20753 0.08 0.06 -0.03
C -2.89430 -2.65750 1.54715 -0.01 -0.04 -0.01
C -2.19516 -1.95295 0.54375 0.01 -0.05 0.06
N -1.13285 -1.22138 0.79870 -0.05 -0.17 -0.26
C -0.66461 -1.12744 2.05628 0.00 -0.07 -0.06
C -1.26336 -1.79885 3.11700 -0.05 -0.07 0.16
C -0.66306 -1.69980 4.42345 -0.02 0.03 -0.07
C 0.46196 -0.97896 4.61696 0.01 0.04 -0.07
C 1.08566 -0.27050 3.52751 0.03 -0.01 0.15
C 2.26372 0.47734 3.65962 0.02 -0.01 0.00
C 2.83163 1.10374 2.56614 0.05 0.01 0.01
C 2.15921 0.97031 1.33531 -0.04 0.01 0.04
N 1.04405 0.28212 1.19490 0.25 0.15 -0.30
C 0.50658 -0.34196 2.26392 0.06 0.00 -0.01
C 4.08681 1.85675 2.64110 -0.05 -0.06 0.03
C 4.74636 2.50700 1.63377 0.02 0.04 -0.06
C 5.96125 3.10110 2.05794 -0.04 -0.01 -0.02
C 6.20128 2.89193 3.38052 0.00 0.01 0.04
S 4.96490 1.97879 4.11702 0.01 0.00 0.02
C -2.41000 -2.55647 2.83769 0.00 0.00 0.03
H -6.61932 -4.97224 -0.68485 0.00 0.00 0.01
H -6.46505 -5.71493 1.82792 0.00 0.01 0.00
H -4.51236 -4.49703 3.06333 0.01 -0.01 -0.01
H -2.51267 -1.99469 -0.49172 0.00 0.03 0.00
H -1.12674 -2.23173 5.24417 0.01 0.01 0.01
H 0.92343 -0.92286 5.59434 -0.03 0.00 0.01
H 2.73493 0.54511 4.63331 -0.01 0.00 0.00
H 2.55112 1.44204 0.44304 0.00 -0.02 0.00
H 4.38835 2.56804 0.61584 0.02 0.00 0.00
H 6.62423 3.65336 1.40956 -0.01 0.01 0.00
H 7.04003 3.22818 3.96817 0.01 0.00 -0.02
H -2.90960 -3.06666 3.65146 0.01 -0.02 -0.01
O 3.97748 -3.36542 -3.90058 0.02 0.06 0.03
S 2.66010 -3.69453 -3.46346 0.13 -0.22 -0.09
O 1.83010 -4.54896 -4.24965 -0.03 0.02 0.02
N 1.82432 -2.28992 -3.13633 -0.13 0.18 -0.12
C 1.54566 -2.21793 -1.89310 0.01 0.05 -0.12
O 0.85906 -1.20958 -1.40371 0.56 -0.59 -0.40
C 2.02817 -3.31604 -1.01663 -0.07 0.06 0.13
C 1.89823 -3.47518 0.35102 0.01 -0.01 -0.06
C 2.44442 -4.61370 0.93120 0.01 0.00 -0.02
C 3.10756 -5.55935 0.15420 -0.02 0.02 0.02
C 3.24665 -5.38943 -1.21961 0.03 -0.02 -0.07
C 2.69399 -4.25747 -1.77776 -0.04 0.04 0.05
H 1.39004 -2.72995 0.94562 -0.06 0.03 0.08
H 2.35482 -4.76747 1.99856 0.01 -0.01 -0.01
H 3.52308 -6.43993 0.62525 0.01 0.01 0.00
H 3.77080 -6.11519 -1.82635 -0.01 -0.01 0.01
Cl -2.53816 4.04146 -5.75010 -0.01 0.01 -0.02
C -1.48459 2.88292 -5.00225 -0.04 -0.06 0.02
C -1.09233 1.78354 -5.73138 0.03 -0.05 0.01
C -0.25442 0.83324 -5.16291 -0.06 0.01 -0.08
C 0.20556 1.03081 -3.88101 0.11 0.04 0.11
C -0.17905 2.15998 -3.17187 0.09 -0.05 -0.21
Cl 0.56288 2.36908 -1.57936 0.30 -0.07 -0.13
C -1.06361 3.11702 -3.67350 0.03 0.18 0.16
N -1.49594 4.26846 -3.04976 -0.08 -0.08 0.02
C -1.49195 4.68845 -1.69167 -0.06 0.00 -0.14
C -0.93800 5.93993 -1.42992 0.15 -0.03 0.06
C -0.93594 6.46430 -0.15058 -0.01 -0.02 -0.04
C -1.49555 5.73457 0.88870 0.02 0.03 0.01
C -2.09075 4.51562 0.62005 -0.01 -0.04 0.01
C -2.12630 3.98394 -0.66674 -0.15 0.10 0.01
C -2.89396 2.70174 -0.90134 0.16 -0.15 -0.01
C -2.04329 1.51385 -0.53000 -0.33 0.16 0.11
O -1.42241 1.47137 0.54847 0.30 0.05 0.00
O -1.86597 0.56251 -1.37625 0.39 -0.30 -0.32
H -1.44554 1.67311 -6.74696 -0.03 0.01 0.01
H 0.04759 -0.04132 -5.72063 0.01 0.00 0.01
H 0.88426 0.31521 -3.43534 0.02 0.02 -0.03
H -1.81319 4.97139 -3.69790 -0.04 0.01 0.00
H -0.49495 6.49155 -2.25008 0.03 -0.02 0.02
H -0.49469 7.43459 0.03338 -0.01 0.00 0.00
H -1.49033 6.12731 1.89655 -0.02 -0.01 0.00
H -2.56328 3.95997 1.42064 -0.01 0.01 0.00
H -3.22092 2.59687 -1.93374 -0.02 0.02 0.00
H -3.76929 2.68857 -0.24934 -0.03 0.02 -0.03
```
Positions in Å, forces in eV/Å.

2S+1	6
molar mass	877.634	g mol⁻¹
LUMO level (spin up / spin down)	-3.71 / -4.49	eV
gap between HOMO and LUMO (spin up / spin down)	6.657 / 5.886	eV
HOMO level (spin up / spin down)	-10.3629 / -10.3721	eV
energy relative to the best compared isomer or geometry (same formula, charge and spin)	60.1	kJ/mol
charge	+1

How is the electron density shared among the atoms? According to Mulliken, the charges in e are: 1.284 -0.096 -0.379 -0.582 -0.464 0.376 1.097 -0.935 0.875 -0.158 0.579 -1.109 -1.220 0.564 -0.660 0.902 -0.725 0.721 -0.531 0.343 -0.374 -0.609 -0.329 -0.202 -0.661 0.438 0.399 0.344 0.344 0.493 0.487 0.455 0.290 0.402 0.398 0.456 0.413 -0.642 1.195 -0.641 -0.501 0.289 -1.076 0.245 0.118 -0.875 -0.515 -0.650 -0.227 0.584 0.454 0.406 0.458 -0.236 0.584 -0.638 -0.740 -1.077 1.265 -0.124 -0.567 -0.014 0.153 -0.902 -0.600 -0.858 -0.679 0.850 -0.940 1.177 -0.490 -0.768 0.439 0.494 0.532 0.304 0.489 0.407 0.414 0.442 0.377 0.459